[1]
Computed, not measured: H24O12 as an isolated structure in a non-equilibrium geometry, with ωB97M-V/def2-TZVPD.

LUMO: -0.4 eV
Energy: -916.5977 hartree
Charge: 0

Geometry (Å):
O1 9.98 11.91 -24.27
O2 10.50 13.68 -25.21
O3 11.02 12.61 -27.11
O4 6.94 12.31 -23.65
O5 9.95 15.07 -26.56
O6 6.38 14.01 -24.90
O7 7.11 9.85 -26.12
O8 8.21 13.11 -25.54
O9 8.35 11.30 -22.66
O10 9.35 11.55 -26.89
O11 7.41 11.76 -27.06
O12 8.86 14.95 -24.37
H1 9.17 13.07 -25.63
H2 9.36 10.66 -27.25
H3 8.41 14.68 -23.57
H4 10.33 12.91 -24.68
H5 6.42 9.82 -26.78
H6 10.09 11.04 -23.88
H7 7.61 12.69 -27.07
H8 9.64 14.39 -24.41
H9 10.59 15.78 -26.64
H10 10.28 14.53 -25.84
H11 8.17 11.67 -21.80
H12 6.40 12.37 -22.86
H13 7.83 11.82 -23.26
H14 6.98 11.60 -27.90
H15 5.99 14.58 -25.55
H16 10.93 13.34 -26.00
H17 9.44 12.38 -23.65
H18 7.42 10.76 -26.15
H19 10.85 13.25 -27.81
H20 7.19 13.69 -25.31
H21 8.45 11.85 -27.01
H22 7.97 12.25 -25.19
H23 6.56 12.94 -24.26
H24 10.20 12.12 -27.04

[2]
Computed, not measured: a 12-piece molecular cluster, H24O12 overall in a non-equilibrium geometry, with ωB97M-V/def2-TZVPD.

SMILES: O.O.O.O.O.O.O.O.O.O.O.O
LUMO: -0.7 eV
Energy: -917.1162 hartree
Charge: 0

Geometry (Å):
O1 0.16 2.38 2.50
O2 3.11 -4.20 -2.34
O3 2.49 -2.11 3.90
O4 0.00 1.26 -0.94
O5 -0.22 -1.80 -2.89
O6 -3.20 1.15 2.92
O7 -3.68 -2.72 -0.97
O8 0.79 2.41 -3.15
O9 -0.89 3.85 -1.46
O10 0.55 -0.01 0.33
O11 4.24 0.24 1.98
O12 -2.01 -0.29 -1.37
H1 -4.11 0.86 2.82
H2 -0.43 -1.62 -1.97
H3 0.04 2.36 -2.55
H4 -1.35 4.35 -0.79
H5 -2.77 0.83 2.12
H6 3.81 0.65 2.74
H7 2.48 -3.00 4.27
H8 -0.85 1.13 -1.39
H9 -0.74 -1.15 -3.38
H10 3.66 -4.63 -1.67
H11 4.41 0.97 1.38
H12 -2.40 0.23 -2.08
H13 -1.07 2.93 -1.24
H14 -2.76 -2.60 -0.70
H15 2.53 -3.62 -1.83
H16 -0.21 2.85 3.25
H17 0.87 1.85 2.89
H18 -2.76 -0.75 -0.98
H19 -4.06 -1.84 -0.88
H20 0.55 0.54 -1.26
H21 0.18 0.57 1.00
H22 0.74 -0.83 0.81
H23 1.36 1.68 -2.88
H24 1.56 -1.89 3.78

[3]
Computed, not measured: a 12-piece molecular cluster, H24O12 overall, with ωB97M-V/def2-TZVPD.

SMILES: O.O.O.O.O.O.O.O.O.O.O.O
LUMO: -0.4 eV
Energy: -917.2663 hartree
Charge: 0

Geometry (Å):
O1 -7.58 -9.20 -0.92
O2 -4.40 -10.13 -5.23
O3 -8.63 -12.10 -3.02
O4 -6.94 -12.24 -5.82
O5 -8.06 -14.61 -2.34
O6 -9.52 -9.33 -3.90
O7 -5.60 -14.27 -4.01
O8 -7.17 -7.37 -3.53
O9 -4.61 -8.15 -2.45
O10 -3.40 -11.16 -2.58
O11 -5.28 -8.86 0.36
O12 -6.06 -10.64 -2.75
H1 -7.22 -7.96 -4.29
H2 -9.37 -12.26 -3.61
H3 -8.98 -11.52 -2.34
H4 -6.14 -15.04 -4.22
H5 -6.47 -10.03 -2.14
H6 -6.06 -13.83 -3.30
H7 -6.77 -11.21 -3.03
H8 -3.65 -8.13 -2.42
H9 -3.74 -9.89 -4.59
H10 -5.23 -9.88 -4.82
H11 -8.76 -9.54 -4.44
H12 -10.20 -9.07 -4.52
H13 -8.21 -13.73 -2.68
H14 -3.54 -11.96 -2.08
H15 -6.07 -9.07 -0.14
H16 -7.86 -8.50 -1.50
H17 -8.38 -9.66 -0.69
H18 -4.86 -8.56 -1.62
H19 -6.58 -12.97 -5.31
H20 -4.28 -10.80 -2.71
H21 -5.59 -8.61 1.23
H22 -8.92 -15.03 -2.39
H23 -6.35 -7.61 -3.10
H24 -7.09 -12.61 -6.69

[4]
Computed, not measured: a 12-piece molecular cluster, H24O12 overall in a non-equilibrium geometry, with ωB97M-V/def2-TZVPD.

SMILES: O.O.O.O.O.O.O.O.O.O.O.O
LUMO: 0.0 eV
Energy: -917.1674 hartree
Charge: 0

Geometry (Å):
O1 -0.84 2.05 2.68
O2 3.42 -0.03 -1.25
O3 2.11 3.77 -1.67
O4 -5.01 -0.93 -0.28
O5 -0.32 2.14 -0.59
O6 0.04 0.01 -4.15
O7 3.66 1.31 1.46
O8 -0.06 -3.20 -2.41
O9 -1.85 -2.54 3.06
O10 -1.20 0.10 -0.18
O11 -2.69 0.56 2.08
O12 3.60 -2.74 0.65
H1 -1.03 1.85 -0.13
H2 4.52 1.11 1.70
H3 -5.77 -1.47 -0.06
H4 -1.82 -3.15 3.81
H5 -3.08 -0.05 1.43
H6 3.33 0.57 0.89
H7 2.91 3.43 -1.19
H8 1.63 2.94 -1.53
H9 -0.38 0.51 -3.45
H10 -0.03 1.77 3.20
H11 2.65 -0.03 -0.58
H12 -2.84 1.42 1.82
H13 0.07 -3.48 -3.32
H14 -0.79 -0.73 -0.16
H15 -1.11 1.21 2.32
H16 -1.46 0.13 0.82
H17 -2.65 -2.02 3.18
H18 0.57 0.68 -4.46
H19 -5.09 -0.81 -1.25
H20 2.69 -2.90 0.36
H21 3.52 -2.80 1.58
H22 3.48 0.77 -1.72
H23 -0.27 -2.31 -2.55
H24 0.07 2.86 -0.12

[5]
Computed, not measured: a 12-piece molecular cluster, H24O12 overall in a non-equilibrium geometry, with ωB97M-V/def2-TZVPD.

SMILES: O.O.O.O.O.O.O.O.O.O.O.O
LUMO: -0.5 eV
Energy: -917.1042 hartree
Charge: 0

Geometry (Å):
O1 2.35 0.46 0.49
O2 -3.27 -1.14 -1.32
O3 1.07 0.45 3.57
O4 1.50 2.53 1.90
O5 -2.05 2.96 -1.93
O6 2.64 -0.07 -2.49
O7 0.40 -1.84 1.43
O8 -0.27 0.91 -2.90
O9 -1.84 -3.32 0.02
O10 -0.65 0.35 -0.09
O11 0.89 -2.15 -1.49
O12 -1.16 1.98 2.10
H1 0.47 -2.62 -2.20
H2 1.35 -2.04 1.39
H3 2.96 -0.40 -3.16
H4 1.61 -2.79 -1.31
H5 -0.77 0.35 0.88
H6 0.63 2.55 1.91
H7 2.69 -0.40 0.85
H8 -0.13 0.70 -1.97
H9 -0.19 0.15 -3.40
H10 -1.10 -2.87 0.56
H11 -2.59 2.46 -1.28
H12 -1.06 2.76 -1.81
H13 0.85 0.89 4.21
H14 2.54 0.43 -0.34
H15 -2.55 -0.53 -1.00
H16 -1.30 1.77 2.99
H17 -3.62 -1.51 -0.63
H18 -2.49 -2.65 -0.41
H19 1.78 1.72 1.36
H20 0.15 -1.02 1.89
H21 -1.90 1.97 1.59
H22 1.15 1.00 2.87
H23 -0.02 -0.36 -0.15
H24 1.90 -0.68 -2.13

[6]
Computed, not measured: H24O12Xe as an isolated structure in a non-equilibrium geometry, with ωB97M-V/def2-TZVPD.

LUMO: -0.1 eV
Energy: -1246.6405 hartree
Charge: 0

Geometry (Å):
Xe1 0.29 0.00 1.03
O1 2.61 -2.69 -0.02
O2 -1.36 3.52 2.11
O3 2.78 1.74 -0.94
O4 0.75 -3.71 2.04
O5 -2.90 1.35 1.22
O6 -2.88 -0.78 3.15
O7 -0.15 3.33 -0.81
O8 0.53 1.43 -2.47
O9 0.17 -1.34 -2.56
O10 -0.98 -2.66 -0.47
O11 -2.99 -0.73 -0.86
O12 4.06 0.10 0.70
H1 2.84 -3.25 -0.77
H2 0.83 -4.66 1.93
H3 2.57 2.32 -0.21
H4 0.25 0.52 -2.31
H5 -0.52 -2.09 -1.09
H6 0.43 4.07 -0.65
H7 -1.02 3.72 -0.90
H8 -0.40 -2.69 0.29
H9 -3.57 1.96 0.92
H10 -2.11 -0.32 3.50
H11 -2.67 0.84 0.45
H12 1.42 -3.34 1.47
H13 -3.82 -1.18 -1.00
H14 -1.78 2.67 1.99
H15 -3.29 -0.15 2.55
H16 -0.52 -1.04 -3.15
H17 3.60 0.73 0.16
H18 -0.66 3.54 1.46
H19 -2.41 -1.42 -0.52
H20 0.86 -1.66 -3.13
H21 2.87 -1.81 -0.30
H22 0.23 1.91 -1.71
H23 4.96 0.09 0.36
H24 1.98 1.71 -1.46

[7]
Computed, not measured: a 12-piece molecular cluster, H25O12 overall in a non-equilibrium geometry, with ωB97M-V/def2-TZVPD.

LUMO: -3.4 eV
Energy: -917.4995 hartree
Charge: +1

Geometry (Å):
O1 1.83 0.49 -2.85
O2 0.98 1.48 3.93
O3 1.11 -2.04 1.73
O4 -1.51 -3.12 -0.19
O5 2.31 -0.55 -0.81
O6 1.31 1.95 1.07
O7 -3.76 -1.09 -1.39
O8 -1.28 0.63 2.49
O9 -2.28 2.05 0.21
O10 -0.19 -0.38 -0.06
O11 0.02 2.30 -1.38
O12 0.08 -2.05 -2.10
H1 -1.71 1.50 2.37
H2 1.00 2.07 0.11
H3 -2.14 -2.80 0.30
H4 -2.75 2.76 0.34
H5 -3.31 -0.33 -1.79
H6 2.26 1.95 1.02
H7 1.36 0.96 -3.56
H8 1.45 0.83 4.42
H9 2.30 -0.33 -1.79
H10 -0.46 -2.75 -1.90
H11 -1.14 -3.82 0.45
H12 2.82 0.64 -3.00
H13 0.09 0.04 0.77
H14 -0.63 0.99 2.97
H15 -1.63 2.16 -0.37
H16 1.40 1.52 2.97
H17 3.05 0.03 -0.56
H18 1.88 -2.79 1.72
H19 -0.75 -1.19 0.01
H20 -0.31 -1.87 -3.01
H21 1.19 -1.94 2.63
H22 0.81 2.65 -1.75
H23 -0.26 1.84 -2.09
H24 -3.70 -1.13 -0.38
H25 0.54 -0.64 -0.52

Number 1: HOMO energy -9.13 eV. Number 2: HOMO energy -9.83 eV. Number 3: HOMO energy -10.07 eV. Number 4: HOMO energy -10.73 eV. Number 5: HOMO energy -10.60 eV. Number 6: HOMO energy -10.61 eV. Number 7: HOMO energy -13.90 eV.